Here is a cluster of 3 separate species, C27H41FN3O8P2S2 in total in a non-equilibrium geometry from the Open Molecules 2025 dataset. Energies are from wB97M-V/def2-TZVPD.

Each line ends with the Mulliken charge.
Element x y z (Å)
C -4.383 1.677 3.019  -0.898
C -3.003 1.086 3.246  -0.147
C -2.096 0.325 2.154  -0.648
C -0.960 1.219 1.312  1.844
C -1.412 2.770 1.467  -0.198
C -0.749 3.933 0.495  -0.983
F -1.051 3.382 2.809  -0.402
C 0.514 1.001 2.079  -0.358
N 0.426 0.936 3.582  -0.589
C 1.415 1.709 4.177  0.603
O 2.289 2.662 4.529  -0.447
O 1.506 1.996 1.561  0.004
C 1.768 1.678 0.165  -0.585
O 2.920 0.710 0.172  -0.296
C 3.876 1.049 1.236  0.065
C 5.341 0.354 0.825  -0.892
P 2.525 3.164 -0.853  -0.380
P 4.067 2.475 -2.231  1.164
O 5.462 2.933 -1.648  -0.604
O 3.819 3.388 -3.735  -0.528
O 3.966 0.795 -2.679  -0.483
C 0.563 1.094 -0.745  -0.090
N 0.342 2.049 -1.941  -0.468
C 0.567 1.340 -3.125  0.003
S 1.182 0.633 -4.570  0.165
N -0.727 0.677 -0.069  0.845
S -2.188 1.249 -0.944  -0.049
C -0.796 -0.806 -0.320  0.567
C -0.468 -2.066 0.669  -0.302
C -0.533 -3.664 0.327  -0.614
C -0.967 -4.164 -1.171  -0.399
C -1.259 -2.969 -2.252  -0.602
C -1.180 -1.343 -1.865  -0.292
H -4.952 1.610 1.984  0.197
H -4.897 2.287 3.880  0.266
H -2.572 1.260 4.340  0.250
H -2.859 -0.231 1.423  0.275
H -1.578 -0.567 2.758  0.101
H -2.582 2.974 1.323  0.335
H 0.374 4.172 0.726  0.138
H -1.021 3.845 -0.636  0.231
H -1.320 4.928 0.845  0.455
H 1.028 -0.031 1.766  0.507
H 4.100 2.190 1.363  0.239
H 3.582 0.566 2.282  0.103
H 5.188 -0.391 -0.065  0.204
H 5.752 -0.167 1.798  0.340
H 6.087 1.223 0.569  0.260
H 3.119 4.088 0.123  0.174
H 2.869 3.753 -3.668  0.353
H 3.091 0.382 -2.413  0.311
H 1.063 0.152 -1.294  0.652
H -3.240 0.344 -0.735  0.229
H -0.139 -1.829 1.780  0.131
H -0.301 -4.488 1.157  0.320
H -1.056 -5.315 -1.441  0.323
H -1.536 -3.319 -3.360  0.308
H -1.379 -0.663 -2.791  0.287
C -4.616 -1.546 7.705  -0.515
C -5.693 -1.981 6.745  -0.547
C -5.057 -1.692 5.403  -0.279
O -3.642 -1.854 5.569  -0.362
C -3.356 -1.951 6.971  -0.411
H -4.699 -2.003 8.694  0.335
H -4.644 -0.457 7.826  0.255
H -5.871 -3.058 6.850  0.258
H -6.645 -1.462 6.887  0.327
H -5.241 -0.658 5.091  0.120
H -5.415 -2.362 4.616  0.307
H -3.089 -2.992 7.186  0.265
H -2.503 -1.314 7.218  0.259
C 3.262 -2.655 -8.148  -0.544
C 2.347 -1.874 -9.056  -0.526
C 1.312 -1.348 -8.086  -0.503
O 1.974 -1.174 -6.825  -0.297
C 3.257 -1.812 -6.892  -0.476
H 4.265 -2.803 -8.558  0.327
H 2.827 -3.639 -7.940  0.263
H 2.896 -1.039 -9.507  0.267
H 1.912 -2.472 -9.862  0.326
H 0.501 -2.069 -7.940  0.298
H 0.880 -0.397 -8.409  0.275
H 4.018 -1.026 -6.939  0.305
H 3.421 -2.404 -5.988  0.275

Calculated values
* frontier orbital gap: 7.014 eV
* lowest unoccupied orbital energy: -4.2 eV
* net charge: +1


Here is a structure of composition C27H41HgN6O2 in a non-equilibrium geometry from the Open Molecules 2025 dataset. Energies are from wB97M-V/def2-TZVPD.

Each line ends with the Mulliken spin population.
Element x y z (Å)
Hg 1.171 -0.268 -0.801  0.801
C 3.412 -1.685 3.554  -0.001
C 3.285 -0.746 2.378  0.009
O 2.198 -0.281 2.048  -0.001
C 4.532 -0.431 1.675  0.029
C 5.795 -0.699 2.188  -0.013
C 6.883 -0.403 1.416  0.020
C 6.740 -0.031 0.059  -0.012
C 5.502 0.138 -0.535  0.012
C 4.320 0.043 0.292  -0.014
O 3.208 0.429 -0.184  -0.110
H 2.444 -2.242 3.677  0.000
H 3.654 -1.166 4.508  0.001
H 4.184 -2.381 3.351  0.000
H 5.862 -1.019 3.177  -0.001
H 7.893 -0.455 1.854  0.002
H 7.681 0.184 -0.474  0.000
H 5.365 0.508 -1.597  0.006
C 1.182 -1.346 -4.575  -0.005
N 1.820 -0.241 -3.790  0.050
C 3.274 -0.220 -3.930  -0.005
C 1.384 1.193 -4.014  -0.006
C 0.022 1.509 -3.485  0.026
N -0.060 2.243 -2.168  -0.050
C -1.460 2.429 -1.768  0.009
C 0.555 3.574 -2.185  0.018
H 1.536 -2.204 -4.052  -0.005
H 0.085 -1.343 -4.528  0.000
H 1.495 -1.315 -5.623  0.004
H 3.588 0.341 -4.849  0.001
H 3.670 -1.243 -3.966  -0.009
H 3.649 0.299 -3.037  0.008
H 1.508 1.475 -5.113  0.000
H 2.107 1.812 -3.479  0.001
H -0.502 0.564 -3.285  -0.006
H -0.559 2.079 -4.172  0.001
H -2.008 3.139 -2.337  -0.002
H -1.588 2.708 -0.653  0.000
H -1.950 1.486 -1.945  -0.001
H 0.272 4.085 -3.110  0.000
H 1.649 3.618 -2.102  -0.003
H 0.118 4.149 -1.367  0.002
N -1.856 -1.689 -0.462  -0.025
C -0.816 -1.088 -0.554  0.262
C -0.415 2.090 1.551  0.006
C -0.366 2.337 2.888  0.005
C -1.448 2.239 3.773  0.000
C -1.389 2.667 5.072  0.000
C -0.115 3.008 5.623  -0.001
C 1.022 3.118 4.772  0.000
C 0.887 2.713 3.462  -0.001
C -0.031 3.138 7.040  0.000
N 0.040 3.335 8.194  0.000
H -1.125 1.434 1.065  -0.004
H 0.433 2.366 0.942  0.000
H -2.270 1.579 3.448  0.000
H -2.247 2.948 5.638  0.000
H 2.005 3.396 5.223  0.000
H 1.818 2.674 2.824  0.000
C -5.697 -1.414 -1.223  0.000
C -5.571 -2.828 -0.573  -0.001
C -5.845 -3.998 -1.476  0.000
C -6.511 -2.917 0.666  0.000
N -4.187 -2.988 -0.265  0.003
N -3.819 -3.991 0.558  0.000
H -6.739 -1.307 -1.569  0.000
H -4.922 -1.355 -2.054  0.000
H -5.622 -0.619 -0.496  0.000
H -6.942 -4.189 -1.390  0.000
H -5.365 -4.980 -1.168  0.000
H -5.663 -3.851 -2.503  0.000
H -7.601 -2.894 0.387  0.000
H -6.300 -2.048 1.390  0.000
H -6.410 -3.843 1.264  0.000
H -3.394 -2.274 -0.356  -0.003
H -2.932 -4.431 0.322  0.000
H -4.528 -4.624 0.931  0.000

Calculated values
* ΔE to the lowest compared entry with this formula, charge and spin: 34.8 kcal per mole
* expectation value of S²: 0.75
* frontier orbital gap (alpha / beta): 4.201 / 4.223 eV
* lowest unoccupied orbital energy (alpha / beta): 4.2 / 4.2 eV
* spin multiplicity: 2
* net charge: -2


Here is a structure of composition C27H41IN3O5P2S2 in a non-equilibrium geometry from the Open Molecules 2025 dataset. Energies are from wB97M-V/def2-TZVPD.

Each line ends with the Mulliken charge.
Element x y z (Å)
C 3.058 -2.152 3.818  -0.892
P 4.455 -1.471 2.686  -0.015
C 5.705 -2.910 2.616  -0.754
C 3.558 -1.283 0.986  0.029
I 2.928 -3.339 0.434  0.044
C 4.632 -0.653 -0.033  -0.536
C 4.562 -1.206 -1.543  -0.595
C 5.674 -2.366 -1.799  -0.434
S 5.780 -2.870 -3.594  -0.279
O 2.431 -0.420 1.259  -0.204
C 1.789 0.015 0.022  0.236
C 0.261 0.511 0.315  -0.004
O -0.751 -0.393 -0.129  -0.281
C -1.284 -0.213 -1.425  0.485
C -1.943 -1.652 -1.851  -0.917
C -2.825 -2.339 -0.715  -0.482
C -2.029 -3.199 0.381  -0.484
C -1.065 -4.338 -0.193  -0.201
N -1.840 -5.618 -0.493  -0.743
N -2.394 0.787 -1.585  -0.519
C -3.034 1.018 -0.489  0.389
S -3.981 1.251 0.851  -0.283
P -0.032 0.140 -2.835  0.394
N -0.380 1.705 -3.606  -0.880
O -0.218 -0.996 -4.134  -0.476
C 0.075 2.063 -0.044  0.301
O 0.708 2.682 -0.984  -0.655
O -0.787 2.847 0.732  -0.828
H 2.822 -3.240 3.509  0.234
H 2.162 -1.462 3.670  0.239
H 3.401 -2.216 4.921  0.331
H 5.207 -3.850 3.063  0.246
H 6.018 -3.045 1.525  0.184
H 6.571 -2.616 3.306  0.338
H 4.536 0.498 -0.106  0.281
H 5.703 -0.845 0.348  0.480
H 4.892 -0.328 -2.226  0.366
H 3.518 -1.499 -1.902  0.365
H 6.692 -1.889 -1.544  0.310
H 5.485 -3.304 -1.175  0.197
H 4.482 -2.685 -4.070  0.131
H 1.787 -0.814 -0.784  -0.202
H 2.395 0.885 -0.402  0.142
H 0.213 0.484 1.476  0.151
H -1.163 -2.408 -2.202  0.372
H -2.650 -1.396 -2.729  0.436
H -3.533 -1.640 -0.142  0.016
H -3.526 -3.091 -1.256  0.357
H -1.463 -2.527 1.128  0.173
H -2.836 -3.744 1.014  0.340
H -0.358 -4.632 0.682  0.198
H -0.379 -4.023 -1.048  0.260
H -1.923 -6.056 0.448  0.284
H -1.192 -6.177 -1.072  0.244
H -0.848 2.354 -2.955  0.367
H 0.563 2.122 -3.754  0.332
H -0.176 -0.501 -4.986  0.305
C 2.639 5.786 -0.420  -0.540
C 1.760 5.326 -1.396  -0.121
C 1.713 5.953 -2.639  -0.521
C 2.550 7.034 -2.907  -0.327
C 3.430 7.491 -1.931  -0.417
C 3.472 6.870 -0.686  -0.320
H 2.674 5.300 0.550  0.394
H 1.110 4.476 -1.188  0.554
H 1.023 5.600 -3.399  0.358
H 2.515 7.519 -3.877  0.344
H 4.084 8.332 -2.140  0.333
H 4.155 7.230 0.078  0.348
C -8.908 1.502 3.924  -0.309
C -9.477 0.239 4.052  -0.407
C -8.954 -0.836 3.339  -0.296
C -7.855 -0.648 2.505  -0.582
C -7.284 0.615 2.380  0.094
C -7.813 1.691 3.086  -0.421
H -9.318 2.341 4.477  0.345
H -10.329 0.091 4.707  0.341
H -9.401 -1.819 3.433  0.347
H -7.444 -1.487 1.952  0.375
H -6.426 0.760 1.730  0.163
H -7.371 2.676 2.984  0.372

Calculated values
* frontier orbital gap: 6.925 eV
* lowest unoccupied orbital energy: 1.8 eV
* net charge: -1


Here is a structure of composition C27H42AlBr3CaCsFN3NaO18PS in a non-equilibrium geometry from the Open Molecules 2025 dataset. Energies are from wB97M-V/def2-TZVPD.

Each line ends with the Mulliken charge.
Element x y z (Å)
C 1.496 5.639 -1.139  -1.148
C -0.021 5.187 -1.574  -0.174
C -0.044 3.789 -2.404  0.432
O 1.094 3.344 -2.787  -0.492
O -1.290 3.169 -2.640  -0.357
C -1.590 2.399 -1.364  -0.995
C -2.016 0.904 -1.776  -0.745
C -0.944 -0.285 -1.527  -1.090
O 0.300 0.109 -2.128  -0.499
N -1.463 -1.438 -2.409  0.961
C -0.660 -1.640 -3.647  -0.103
C -1.449 -2.834 -4.495  0.448
O -2.705 -2.686 -4.797  -0.590
O -0.744 -4.024 -4.852  -0.458
C -0.872 -0.953 -0.048  1.698
C -2.452 -1.315 0.357  -0.193
C -2.395 -2.014 1.836  -1.063
N -0.481 -0.123 1.084  -0.443
C 0.533 0.634 0.945  0.736
O 1.513 1.393 0.712  -0.640
O -0.327 -2.273 -0.191  0.031
C 1.030 -2.522 0.124  0.470
N 2.089 -1.833 -0.642  -0.226
C 1.414 -2.608 1.704  -0.376
C 3.140 -2.724 1.807  0.594
C 3.913 -1.244 2.010  -0.114
O 3.741 -2.348 3.149  -0.111
P 1.267 -4.380 -0.435  0.074
O 0.205 -4.604 -1.792  0.027
O 2.849 -4.539 -1.167  -0.624
H 1.533 6.679 -0.641  0.476
H 1.877 4.836 -0.399  0.345
H 2.193 5.689 -2.062  0.336
H -0.517 6.015 -2.245  0.422
H -0.631 5.065 -0.588  0.461
H -0.651 2.501 -0.720  0.500
H -2.477 2.971 -0.889  0.425
H -2.154 0.939 -2.934  0.402
H -3.086 0.732 -1.370  0.376
H 0.677 0.929 -1.745  0.483
H -2.463 -1.291 -2.618  -0.149
H 0.393 -2.091 -3.473  0.095
H -0.642 -0.750 -4.381  0.234
H 0.114 -4.043 -4.361  0.336
H -2.908 -2.117 -0.334  -0.621
H -3.082 -0.375 0.504  0.274
H -1.706 -2.921 1.876  0.133
H -3.469 -2.424 2.000  0.432
H -2.225 -1.257 2.673  0.324
H 1.938 -1.818 -1.655  0.213
H 2.401 -0.941 -0.248  0.168
H 1.242 -1.649 2.288  0.262
H 1.065 -3.567 2.213  -0.265
H 3.693 -3.558 1.108  -0.848
H 4.980 -1.100 1.656  0.304
H 3.020 -0.556 1.880  0.111
H -0.412 -5.353 -1.610  -0.091
H 2.882 -5.467 -1.506  0.366
C -3.336 -6.871 -2.365  -0.501
Br -4.929 -7.646 -1.581  0.020
Br -3.410 -4.929 -2.380  -0.116
Br -1.720 -7.522 -1.510  -0.002
H -3.300 -7.195 -3.405  0.433
O -4.078 4.573 -1.300  -0.812
H -4.194 4.135 -2.140  0.195
Na 4.459 -5.119 0.743  0.983
Cs -4.356 -1.756 -2.558  1.175
C -0.428 -7.253 3.675  -0.597
C -1.071 -7.683 4.831  -0.406
C -0.960 -6.945 6.006  -0.431
C -0.213 -5.770 6.022  -0.487
C 0.427 -5.338 4.865  -0.394
C 0.323 -6.081 3.692  0.122
H -0.512 -7.830 2.760  0.383
H -1.659 -8.595 4.817  0.383
H -1.456 -7.284 6.909  0.380
H -0.131 -5.193 6.936  0.385
H 1.008 -4.420 4.877  0.430
H 0.827 -5.746 2.790  0.292
C -1.801 11.219 -1.636  -1.576
C -0.759 10.138 -1.447  0.807
C 0.637 10.671 -1.295  -0.567
O 1.429 9.589 -1.783  -0.258
C 0.659 8.914 -2.677  0.578
O 1.066 8.072 -3.426  -0.442
O -0.647 9.324 -2.612  -0.289
H -2.803 10.782 -1.633  0.395
H -1.748 11.965 -0.841  0.398
H -1.682 11.717 -2.602  0.387
H -1.033 9.488 -0.605  -0.139
H 0.884 10.895 -0.257  0.356
H 0.836 11.554 -1.909  0.363
F -1.056 2.179 0.725  -0.833
O 6.490 -2.996 5.771  -0.396
S 5.416 -2.037 6.055  1.199
O 4.482 -2.626 7.022  -0.356
O 4.706 -1.718 4.805  -0.211
O 5.982 -0.803 6.613  -0.340
Ca -1.160 7.008 -0.830  1.504
Al 2.022 1.851 -3.505  0.452

Calculated values
* frontier orbital gap: 2.796 eV
* lowest unoccupied orbital energy: -10.5 eV
* net charge: +3


Here is a cluster of 2 separate species, C27H42BClF4N2O3S in total in a non-equilibrium geometry from the Open Molecules 2025 dataset. Energies are from wB97M-V/def2-TZVPD.

Each line ends with the Mulliken charge.
Element x y z (Å)
C 1.454 -4.981 -0.925  -0.298
C 0.583 -4.372 -0.373  -1.188
C -0.441 -3.594 0.328  -0.060
C -0.618 -2.171 -0.216  -0.165
N -0.776 -2.335 -1.661  -0.377
C -1.893 -1.427 0.252  -1.051
C -2.635 -1.910 1.531  -0.185
C -3.547 -3.125 1.270  -1.941
C -1.740 -2.072 2.790  -0.738
C -2.018 -1.069 3.909  -0.426
C -3.468 -1.081 4.388  -1.468
C -1.446 0.026 0.502  -0.048
C -1.719 1.113 -0.602  0.130
Cl -2.937 0.602 -1.762  -0.077
C -2.195 2.441 0.007  -0.433
C -1.808 3.639 -0.857  -1.552
C 0.035 -0.089 0.549  -1.273
C 0.852 1.066 1.019  -0.747
S 1.724 0.640 2.566  1.069
O 1.508 -0.757 2.829  -0.530
O 1.338 1.610 3.540  -0.734
N 0.484 -1.215 0.146  1.486
C 1.887 -1.625 0.008  -1.412
O 2.792 -0.572 -0.022  0.291
C 2.868 0.207 -1.175  0.991
C 1.921 0.154 -2.182  -0.255
C 2.011 0.959 -3.317  0.364
C 0.951 0.869 -4.379  -1.563
C 3.085 1.828 -3.416  -1.034
C 4.022 1.873 -2.399  -1.022
C 3.946 1.076 -1.263  0.089
C 5.019 1.227 -0.204  0.375
C 4.540 2.175 0.903  -1.415
C 5.557 -0.090 0.364  -1.527
H 2.221 -5.573 -1.361  0.452
H -1.400 -4.085 0.191  0.620
H -0.214 -3.623 1.390  0.260
H -1.101 -1.469 -2.084  0.200
H 0.094 -2.578 -2.126  0.408
H -2.622 -1.549 -0.537  1.898
H -3.313 -1.092 1.772  0.865
H -4.537 -2.961 1.682  0.390
H -3.671 -3.288 0.199  0.412
H -3.134 -4.046 1.678  0.439
H -1.938 -3.061 3.208  0.485
H -0.678 -2.048 2.559  -0.073
H -1.734 -0.052 3.630  0.067
H -1.377 -1.339 4.749  0.540
H -3.560 -0.594 5.355  0.434
H -4.107 -0.516 3.708  0.386
H -3.870 -2.090 4.458  0.288
H -1.758 0.382 1.481  0.849
H -0.795 1.283 -1.158  0.024
H -1.793 2.562 1.017  0.438
H -3.278 2.396 0.106  0.547
H -0.764 3.919 -0.707  0.334
H -2.446 4.484 -0.620  0.409
H -1.963 3.394 -1.906  0.340
H 1.592 1.398 0.292  0.310
H 0.235 1.917 1.286  0.594
H 3.028 0.805 2.255  0.171
H 2.137 -2.262 0.850  0.160
H 1.957 -2.223 -0.899  0.681
H 1.070 -0.502 -2.116  0.258
H 0.003 0.581 -3.925  0.235
H 1.189 0.090 -5.101  0.346
H 0.801 1.817 -4.883  0.408
H 3.166 2.464 -4.284  0.448
H 4.848 2.565 -2.487  0.435
H 5.847 1.744 -0.688  0.696
H 4.518 3.194 0.517  0.394
H 3.520 1.954 1.217  0.102
H 5.217 2.175 1.755  0.401
H 6.545 0.098 0.784  0.494
H 5.626 -0.869 -0.388  0.325
H 4.944 -0.421 1.200  0.220
B -5.504 3.413 -2.862  0.600
F -4.316 3.747 -3.551  -0.429
F -5.161 3.084 -1.522  -0.360
F -6.386 4.496 -2.862  -0.373
F -6.098 2.292 -3.466  -0.410

Calculated values
* frontier orbital gap: 7.884 eV
* lowest unoccupied orbital energy: -1.7 eV


| no. | E (Eh) |
| --- | --- |
| 1 | -3397.4954 |
| 2 | -1685.6081 |
| 3 | -3370.5472 |
| 4 | -12234.9546 |
| 5 | -2672.0235 |